Record 1
{
  "formula": "C39H41As2NPmSSi",
  "method": "the ωB97M-V functional and the def2-TZVPD basis",
  "spin_multiplicity": 5,
  "total_charge": 1,
  "homo_lumo_gap_ev": [7.8, 8.0],
  "e_homo_ev": [-10.38, -10.41],
  "s_squared": 6.0065,
  "species": ["Pm", "C", "C", "C", "C", "C", "H", "H", "H", "H", "H", "C", "Si", "C", "C", "C", "C", "C", "C", "N", "C", "S", "H", "H", "H", "H", "H", "H", "H", "H", "H", "H", "H", "H", "C", "C", "As", "C", "C", "C", "C", "C", "C", "C", "C", "C", "C", "C", "C", "As", "C", "C", "C", "C", "C", "C", "C", "C", "C", "C", "C", "C", "H", "H", "H", "H", "H", "H", "H", "H", "H", "H", "H", "H", "H", "H", "H", "H", "H", "H", "H", "H", "H", "H", "H", "H"],
  "positions_angstrom": [[-0.98, -0.88, 0.42], [-2.70, -1.39, 2.63], [-3.12, -2.28, 1.63], [-2.06, -3.17, 1.33], [-1.03, -2.89, 2.25], [-1.37, -1.73, 3.04], [-3.22, -0.54, 2.99], [-4.07, -2.30, 1.05], [-2.06, -3.89, 0.53], [-0.02, -3.29, 2.11], [-0.81, -1.44, 3.97], [-1.44, 0.95, -4.92], [-3.27, 0.69, -4.67], [-3.87, -0.99, -5.32], [-4.29, 1.99, -5.53], [-3.48, 0.95, -2.80], [-4.16, 2.02, -2.32], [-4.11, 2.34, -0.96], [-3.39, 1.63, -0.11], [-2.69, 0.55, -0.52], [-2.81, 0.17, -1.81], [-2.04, -1.38, -2.20], [-0.80, 0.50, -4.14], [-1.17, 2.03, -5.04], [-1.19, 0.49, -5.91], [-3.33, -1.76, -4.74], [-3.66, -1.17, -6.35], [-4.91, -1.13, -5.08], [-4.03, 1.89, -6.55], [-4.07, 3.02, -5.19], [-5.33, 1.87, -5.48], [-4.60, 2.63, -3.02], [-4.72, 3.18, -0.65], [-3.26, 1.90, 0.94], [3.02, 1.25, 0.08], [2.68, 1.45, 1.55], [1.24, 0.44, 2.31], [-0.06, 1.78, 2.74], [-0.79, 1.70, 3.91], [-1.93, 2.48, 4.04], [-2.35, 3.35, 3.05], [-1.61, 3.42, 1.89], [-0.49, 2.62, 1.68], [1.95, -0.03, 4.03], [2.58, 0.93, 4.80], [2.96, 0.62, 6.09], [2.88, -0.64, 6.61], [2.26, -1.64, 5.83], [1.81, -1.30, 4.54], [1.76, 0.21, -0.98], [2.08, -1.62, -0.34], [1.21, -2.65, -0.56], [1.41, -3.89, 0.06], [2.51, -4.07, 0.93], [3.33, -3.02, 1.17], [3.20, -1.82, 0.50], [2.72, 0.12, -2.60], [4.05, -0.34, -2.56], [4.80, -0.50, -3.72], [4.17, -0.27, -4.92], [2.85, 0.15, -4.96], [2.12, 0.31, -3.82], [3.91, 0.69, -0.13], [3.04, 2.23, -0.44], [2.46, 2.53, 1.68], [3.57, 1.32, 2.17], [-0.49, 1.01, 4.65], [-2.46, 2.38, 4.95], [-3.18, 4.01, 3.21], [-1.88, 4.11, 1.10], [-0.01, 2.66, 0.69], [2.59, 1.99, 4.50], [3.41, 1.45, 6.67], [3.33, -0.76, 7.63], [2.06, -2.65, 6.24], [1.28, -2.05, 3.99], [0.25, -2.47, -1.20], [0.68, -4.76, -0.10], [2.55, -4.94, 1.52], [4.14, -3.19, 1.86], [3.85, -1.01, 0.79], [4.57, -0.35, -1.58], [5.79, -0.88, -3.62], [4.69, -0.29, -5.84], [2.38, 0.51, -5.87], [1.17, 0.81, -3.82]],
  "lowdin_spin": [4.061, -0.005, -0.004, -0.007, -0.008, -0.008, 0.000, 0.000, 0.000, 0.000, 0.000, 0.000, 0.000, 0.000, 0.000, -0.001, 0.000, 0.000, 0.001, -0.008, 0.000, -0.008, 0.000, 0.000, 0.000, 0.000, 0.000, 0.000, 0.000, 0.000, 0.000, 0.000, 0.000, 0.000, -0.001, -0.001, -0.004, 0.000, 0.000, 0.000, 0.000, 0.000, 0.000, -0.001, 0.000, 0.000, 0.000, 0.000, 0.000, -0.003, -0.001, 0.000, -0.001, 0.000, -0.001, 0.001, -0.001, 0.000, 0.000, 0.000, 0.000, 0.000, 0.000, 0.000, 0.000, 0.000, 0.000, 0.000, 0.000, 0.000, 0.000, 0.000, 0.000, 0.000, 0.000, 0.000, 0.000, 0.000, 0.000, 0.000, 0.000, 0.000, 0.000, 0.000, 0.000, 0.000]
}


Record 2
{
  "formula": "C39H41BaN7O7SSe",
  "method": "the ωB97M-V functional and the def2-TZVPD basis",
  "spin_multiplicity": 1,
  "total_charge": -2,
  "e_above_lowest_kj_mol": 0.0,
  "homo_lumo_gap_ev": [4.1, 3.2],
  "e_homo_ev": [-2.54, -1.69],
  "species": ["Ba", "O", "C", "O", "C", "O", "C", "C", "O", "O", "H", "H", "H", "H", "H", "C", "N", "C", "C", "C", "N", "C", "C", "H", "H", "H", "H", "H", "H", "H", "H", "H", "H", "H", "H", "H", "H", "H", "H", "N", "C", "C", "C", "C", "C", "C", "C", "C", "C", "C", "C", "C", "N", "C", "C", "C", "C", "N", "H", "H", "H", "H", "H", "H", "H", "H", "H", "H", "Se", "N", "C", "C", "C", "C", "C", "C", "N", "H", "H", "H", "H", "O", "C", "O", "C", "C", "C", "C", "S", "C", "C", "H", "H", "H", "H", "H", "H"],
  "positions_angstrom": [[-2.74, 1.83, -4.84], [5.18, -1.32, 14.29], [4.93, -0.12, 14.96], [5.37, 0.33, 16.07], [4.17, 0.71, 13.93], [4.70, 0.26, 12.58], [4.38, -1.03, 12.43], [6.91, 4.96, 5.91], [7.24, 3.82, 5.84], [6.55, 6.07, 5.73], [5.62, 2.97, 7.57], [4.81, 1.52, 13.65], [3.07, 0.86, 14.17], [5.20, -1.55, 11.99], [3.47, -1.28, 12.01], [-2.21, 1.62, -1.30], [-1.55, 0.87, -2.40], [-0.08, 1.27, -2.56], [-1.61, -0.64, -2.30], [-2.91, -1.22, -2.85], [-3.14, -0.89, -4.27], [-2.35, -1.67, -5.16], [-4.54, -1.02, -4.65], [-3.15, 1.19, -1.10], [-2.25, 2.68, -1.55], [-1.61, 1.50, -0.37], [0.59, 0.83, -1.79], [-0.09, 2.32, -2.39], [0.39, 1.06, -3.58], [-1.75, -0.90, -1.20], [-0.68, -1.05, -2.62], [-3.80, -0.90, -2.25], [-2.88, -2.27, -2.62], [-2.78, -2.66, -5.19], [-1.37, -1.84, -4.83], [-2.36, -1.32, -6.14], [-5.09, -1.98, -4.67], [-4.67, -0.70, -5.74], [-5.13, -0.35, -3.97], [-8.20, 6.17, -10.68], [-7.16, 6.17, -10.17], [-5.90, 6.10, -9.49], [-5.62, 6.67, -8.21], [-4.51, 6.29, -7.53], [-3.79, 5.04, -7.88], [-3.89, 4.69, -9.21], [-4.84, 5.25, -10.00], [-2.93, 4.34, -6.99], [-2.86, 4.60, -5.56], [-3.91, 4.78, -4.64], [-3.45, 4.76, -3.32], [-2.07, 4.57, -3.47], [-1.67, 4.42, -4.75], [-2.00, 3.19, -7.31], [-0.67, 2.96, -7.10], [-0.41, 1.60, -7.28], [-1.60, 1.00, -7.63], [-2.60, 1.93, -7.53], [-6.19, 7.47, -7.64], [-4.36, 6.70, -6.57], [-3.21, 3.88, -9.46], [-4.95, 4.87, -11.04], [-4.95, 4.91, -4.97], [-4.09, 4.88, -2.44], [-1.30, 4.72, -2.70], [0.10, 3.64, -6.85], [0.65, 1.22, -7.38], [-1.88, -0.02, -7.70], [-3.95, -4.71, -2.67], [-4.01, -3.56, -1.26], [-2.91, -3.62, -0.57], [-2.61, -2.87, 0.60], [-1.33, -3.01, 1.22], [-0.45, -3.97, 0.75], [-0.69, -4.76, -0.39], [-2.00, -4.62, -1.10], [-2.23, -5.27, -2.27], [-3.30, -2.28, 1.17], [-1.18, -2.52, 2.15], [0.55, -4.00, 1.23], [0.14, -5.38, -0.75], [4.82, -6.57, 5.79], [5.92, -5.81, 5.86], [6.11, -5.07, 4.93], [6.67, -6.00, 7.12], [7.66, -5.07, 7.43], [8.11, -4.97, 8.71], [7.77, -6.00, 9.64], [8.31, -6.17, 11.32], [6.97, -7.09, 9.11], [6.27, -6.98, 8.00], [4.73, -7.14, 6.52], [7.85, -4.41, 6.64], [8.67, -4.15, 8.97], [6.77, -7.80, 9.91], [5.51, -7.64, 7.80], [6.26, 2.71, 8.88]],
  "mulliken_charge": [1.777, -0.531, 0.650, -0.597, -0.278, -0.321, 0.014, 0.695, -0.338, -0.380, -0.010, 0.219, 0.297, 0.226, 0.312, -1.206, 0.478, -0.968, -1.520, -0.651, 0.496, -1.320, -0.954, 0.372, 0.256, 0.359, 0.349, 0.385, 0.237, 0.219, 0.675, 0.590, 0.141, 0.432, 0.359, 0.350, 0.243, 0.293, 0.350, -0.552, 0.197, 0.177, -0.480, -0.705, 0.806, -0.485, -0.560, 1.033, -0.541, -0.335, -0.606, -0.634, -0.441, -1.254, -0.272, -0.233, -1.221, -0.554, 0.298, 0.628, 0.473, 0.339, 0.541, 0.436, 0.531, 0.524, 0.315, 0.692, -0.004, -0.984, 0.703, -0.733, -0.582, -0.356, -0.687, 1.181, -0.918, 0.449, 0.424, 0.296, 0.349, -0.487, 0.565, -0.640, 0.867, -0.500, -0.568, -0.033, -0.507, -1.031, -0.684, 0.284, 0.494, 0.521, 0.340, 0.379, 0.040]
}


Record 3
{
  "formula": "C39H41InN9O5S",
  "method": "the ωB97M-V functional and the def2-TZVPD basis",
  "spin_multiplicity": 1,
  "total_charge": 1,
  "homo_lumo_gap_ev": 6.1,
  "e_homo_ev": -10.05,
  "species": ["In", "C", "C", "C", "C", "C", "C", "C", "C", "N", "C", "O", "C", "C", "C", "C", "C", "N", "C", "O", "N", "C", "C", "C", "C", "C", "C", "C", "C", "H", "H", "H", "H", "H", "H", "H", "H", "H", "H", "H", "H", "H", "H", "H", "H", "H", "H", "H", "H", "H", "O", "C", "O", "C", "C", "C", "C", "C", "C", "N", "C", "C", "C", "C", "C", "C", "N", "H", "H", "H", "H", "H", "H", "H", "H", "H", "H", "N", "N", "C", "N", "S", "H", "H", "H", "H", "H", "C", "C", "N", "O", "H", "H", "H", "H", "H"],
  "positions_angstrom": [[-0.21, 0.45, -0.68], [0.72, -3.99, 1.48], [-0.17, -3.73, 2.66], [0.07, -4.36, 3.87], [-0.75, -4.13, 4.96], [-1.82, -3.26, 4.85], [-2.09, -2.62, 3.65], [-3.21, -1.63, 3.52], [-1.26, -2.86, 2.54], [-1.52, -2.06, 1.43], [-2.26, -2.36, 0.39], [-2.47, -3.42, -0.20], [-3.00, -1.08, 0.04], [-4.40, -1.09, 0.07], [-5.09, 0.10, 0.08], [-4.37, 1.29, 0.10], [-2.98, 1.23, 0.04], [-2.34, 0.07, -0.02], [-2.18, 2.50, 0.21], [-2.78, 3.56, 0.35], [-0.85, 2.35, 0.25], [-0.07, 3.26, 0.96], [1.01, 3.90, 0.34], [1.34, 3.58, -1.09], [1.77, 4.81, 1.05], [1.47, 5.11, 2.37], [0.42, 4.45, 2.99], [-0.34, 3.52, 2.31], [-1.45, 2.83, 3.05], [1.26, -3.08, 1.20], [0.11, -4.31, 0.65], [1.45, -4.76, 1.72], [0.90, -5.04, 3.95], [-0.54, -4.60, 5.91], [-2.45, -3.07, 5.70], [-3.68, -1.44, 4.48], [-3.96, -1.99, 2.83], [-2.82, -0.68, 3.13], [-4.91, -2.04, 0.11], [-6.17, 0.11, 0.12], [-4.84, 2.26, 0.15], [0.48, 3.80, -1.72], [1.56, 2.52, -1.17], [2.19, 4.16, -1.43], [2.60, 5.31, 0.56], [2.05, 5.84, 2.91], [0.19, 4.67, 4.02], [-1.30, 2.93, 4.12], [-1.51, 1.77, 2.79], [-2.41, 3.29, 2.80], [7.22, -2.29, -3.45], [6.50, -2.06, -2.35], [6.85, -2.47, -1.28], [5.24, -1.26, -2.51], [4.80, -0.51, -1.41], [3.61, 0.17, -1.46], [2.82, 0.11, -2.61], [3.25, -0.64, -3.71], [4.45, -1.32, -3.65], [1.58, 0.74, -2.62], [1.16, 1.37, -3.65], [-0.17, 1.92, -3.70], [-0.51, 2.82, -4.71], [-1.79, 3.34, -4.76], [-2.71, 2.90, -3.82], [-2.30, 1.99, -2.87], [-1.06, 1.52, -2.79], [6.86, -1.86, -4.24], [5.41, -0.49, -0.52], [3.27, 0.75, -0.62], [2.62, -0.73, -4.58], [4.74, -1.94, -4.50], [1.80, 1.57, -4.51], [0.24, 3.10, -5.44], [-2.06, 4.06, -5.52], [-3.73, 3.26, -3.82], [-3.01, 1.61, -2.15], [-1.76, -1.36, -2.64], [-1.34, -2.69, -2.51], [-0.21, -2.99, -1.85], [0.14, -4.27, -1.83], [0.87, -1.86, -1.21], [-2.66, -1.23, -2.17], [-1.88, -1.14, -3.63], [-2.07, -3.41, -2.48], [-0.53, -4.99, -2.07], [0.94, -4.55, -1.29], [2.53, 0.44, 3.09], [1.38, 0.19, 2.16], [0.31, -0.38, 2.67], [1.47, 0.49, 0.96], [2.18, 0.59, 4.11], [3.11, 1.31, 2.77], [3.18, -0.43, 3.08], [0.32, -0.73, 3.62], [-0.44, -0.74, 2.05]],
  "mulliken_charge": [1.385, -0.484, 0.945, -1.103, -0.897, -0.959, 1.232, -1.031, -0.895, 0.736, -0.141, -0.791, -0.660, -0.859, -1.429, -0.505, -0.638, 2.071, 0.395, -0.686, 0.611, -0.553, 0.787, -0.166, -1.040, -1.038, -0.991, 1.479, -1.421, 0.154, -0.021, 0.415, 0.437, 0.420, 0.443, 0.500, 0.233, 0.012, 0.631, 0.519, 0.674, 0.199, -0.557, 0.577, 0.454, 0.429, 0.463, 0.502, 0.101, 0.362, -0.467, 0.546, -0.531, 0.785, -1.109, 0.452, -0.686, -0.636, -1.029, 0.578, -0.715, 0.441, -0.987, -0.725, -1.075, -0.189, 0.769, 0.322, 0.462, 0.325, 0.529, 0.334, 0.630, 0.556, 0.462, 0.533, 0.522, -0.323, -0.377, 0.219, -0.281, -0.231, 0.124, 0.361, 0.384, 0.207, 0.273, -1.886, 0.578, 0.541, 0.047, 0.469, 0.375, 0.376, 0.291, -0.546]
}


Record 4
{
  "formula": "C39H41MnN8O3",
  "method": "the ωB97M-V functional and the def2-TZVPD basis",
  "spin_multiplicity": 6,
  "total_charge": -1,
  "e_above_lowest_kj_mol": 0.0,
  "homo_lumo_gap_ev": [5.0, 5.2],
  "e_homo_ev": [-2.70, -2.83],
  "s_squared": 8.7615,
  "species": ["Mn", "C", "O", "C", "C", "C", "C", "C", "C", "C", "N", "C", "C", "N", "C", "C", "C", "C", "N", "C", "C", "N", "C", "C", "C", "C", "H", "H", "H", "H", "H", "H", "H", "H", "H", "H", "H", "H", "H", "H", "C", "C", "N", "O", "C", "C", "N", "O", "H", "H", "H", "H", "H", "H", "H", "C", "C", "C", "C", "C", "C", "C", "C", "C", "C", "H", "H", "H", "H", "H", "H", "H", "H", "H", "H", "H", "H", "C", "C", "C", "C", "N", "N", "C", "H", "H", "H", "H", "H", "H", "H", "H"],
  "positions_angstrom": [[0.17, 0.38, 0.19], [1.24, 1.95, 13.37], [0.41, 2.76, 12.56], [0.44, 2.50, 11.23], [-0.39, 3.28, 10.43], [-0.42, 3.08, 9.06], [0.37, 2.10, 8.45], [1.18, 1.33, 9.27], [1.22, 1.52, 10.65], [0.32, 1.92, 6.99], [-0.35, 2.67, 6.16], [-0.16, 2.12, 4.90], [0.67, 1.02, 5.00], [0.96, 0.92, 6.33], [1.24, 0.17, 4.00], [2.20, -0.75, 4.21], [2.84, -1.45, 3.14], [2.38, -1.20, 1.86], [1.41, -0.37, 1.54], [0.82, 0.52, 2.59], [-1.27, 1.94, 2.59], [-2.17, 2.46, 1.72], [-2.67, 3.68, 1.92], [-2.31, 4.49, 2.98], [-1.44, 3.97, 3.91], [-0.92, 2.68, 3.75], [1.08, 2.28, 14.40], [2.30, 2.08, 13.12], [0.98, 0.90, 13.29], [-1.01, 4.04, 10.90], [-1.06, 3.68, 8.42], [1.81, 0.56, 8.83], [1.87, 0.90, 11.25], [1.45, 0.16, 6.75], [2.52, -0.98, 5.23], [3.63, -2.17, 3.31], [2.79, -1.78, 1.03], [-3.39, 4.04, 1.17], [-2.72, 5.49, 3.09], [-1.16, 4.52, 4.80], [-3.87, 2.60, -2.23], [-2.74, 1.74, -1.74], [-2.87, 0.53, -1.44], [-4.19, 0.09, -1.53], [-1.39, 2.37, -1.63], [-1.08, 3.65, -2.33], [-0.51, 1.80, -0.92], [0.75, 2.20, -0.94], [-4.76, 2.01, -2.43], [-3.58, 3.14, -3.14], [-4.12, 3.35, -1.47], [-4.11, -0.80, -1.19], [-1.87, 4.39, -2.17], [-0.95, 3.53, -3.41], [-0.14, 4.03, -1.92], [-3.07, -0.38, 2.33], [-1.61, -0.63, 2.75], [-1.20, -1.92, 2.03], [-0.71, 0.59, 2.28], [-1.59, -0.86, 4.28], [-2.26, 0.00, 5.15], [-2.23, -0.17, 6.53], [-1.53, -1.23, 7.09], [-0.86, -2.10, 6.24], [-0.89, -1.92, 4.86], [-3.11, -0.19, 1.26], [-3.52, 0.48, 2.83], [-3.67, -1.27, 2.58], [-1.32, -1.77, 0.95], [-1.85, -2.75, 2.33], [-0.16, -2.21, 2.21], [1.20, 1.54, 2.40], [-2.80, 0.86, 4.75], [-2.75, 0.54, 7.17], [-1.51, -1.37, 8.16], [-0.29, -2.93, 6.66], [-0.32, -2.60, 4.24], [0.73, 0.19, -5.14], [0.52, -0.61, -3.90], [0.05, -1.90, -3.70], [0.04, -2.08, -2.30], [0.49, -1.00, -1.69], [0.78, -0.12, -2.68], [-0.36, -3.28, -1.50], [0.60, -0.44, -6.02], [1.73, 0.62, -5.16], [0.01, 1.01, -5.20], [-0.27, -2.60, -4.46], [1.07, 0.81, -2.40], [0.00, -4.19, -1.98], [-1.45, -3.35, -1.42], [0.05, -3.22, -0.50]],
  "lowdin_spin": [4.550, 0.000, 0.000, 0.000, 0.000, 0.000, 0.000, 0.001, 0.000, 0.002, 0.000, 0.005, 0.002, 0.002, 0.019, 0.003, 0.016, 0.012, 0.025, 0.021, 0.012, 0.005, 0.001, 0.004, 0.001, 0.005, 0.000, 0.000, 0.000, 0.000, 0.000, 0.000, 0.000, 0.000, 0.000, 0.002, 0.000, 0.000, 0.000, 0.000, 0.000, 0.001, 0.009, 0.002, 0.019, 0.005, 0.035, 0.089, 0.000, 0.000, 0.000, 0.000, 0.001, 0.001, 0.001, 0.001, 0.007, 0.010, 0.045, 0.001, 0.002, 0.000, 0.002, 0.000, 0.002, 0.001, 0.000, 0.000, 0.006, 0.001, 0.000, 0.003, 0.000, 0.000, 0.000, 0.000, 0.000, 0.001, 0.003, 0.002, 0.008, 0.041, 0.005, 0.001, 0.000, 0.000, 0.000, 0.000, 0.001, 0.000, 0.000, 0.000]
}